[1]
{
  "formula": "C23H45BeCl3N2O4PSi",
  "method": "ωB97M-V/def2-TZVPD",
  "e_homo_ha": -0.0928,
  "orbital_gap_ev": 4.5,
  "largest_force_ev_per_a": 5.69,
  "e_lumo_ev": 2.013,
  "total_charge": -1,
  "energy_ev": -90895.9738,
  "de_lowest_ev": 0.791,
  "species": ["C", "C", "H", "H", "H", "C", "C", "H", "H", "H", "H", "Be", "Cl", "Cl", "C", "O", "N", "C", "C", "H", "H", "H", "H", "H", "H", "H", "H", "H", "C", "C", "N", "H", "C", "O", "H", "H", "H", "H", "O", "C", "C", "C", "H", "C", "H", "C", "H", "C", "C", "H", "H", "H", "Si", "Cl", "C", "C", "C", "H", "H", "H", "H", "H", "H", "H", "H", "H", "C", "P", "C", "C", "O", "H", "H", "H", "H", "H", "H", "H", "H", "H"],
  "positions_angstrom": [[2.536, -2.515, -6.962], [1.943, -1.665, -8.049], [2.335, -3.576, -7.159], [2.105, -2.245, -5.986], [3.630, -2.384, -6.891], [1.758, -2.079, -9.315], [2.107, -3.438, -9.804], [1.398, -1.374, -10.068], [1.673, -4.213, -9.157], [3.196, -3.595, -9.850], [1.696, -3.577, -10.810], [0.491, 0.908, -0.939], [2.054, 1.953, -0.096], [1.211, -0.962, -1.400], [0.111, 3.083, -2.246], [-0.326, 1.942, -1.930], [-0.680, 4.040, -2.703], [-2.098, 3.745, -2.900], [-0.100, 5.237, -3.299], [1.174, 3.334, -2.133], [-2.530, 3.328, -1.983], [-2.241, 3.021, -3.716], [-2.594, 4.687, -3.142], [0.840, 5.436, -2.777], [-0.786, 6.078, -3.173], [0.118, 5.078, -4.364], [0.429, -3.879, -2.100], [-1.711, -3.016, -3.960], [-0.536, -4.387, -1.935], [-2.398, -3.192, -3.114], [-1.619, -3.413, -1.896], [-0.490, -4.906, -0.972], [-1.911, -2.718, -0.795], [-2.726, -1.843, -0.623], [-3.048, -2.321, -2.980], [-1.207, -3.119, 0.139], [-0.762, -5.089, -2.743], [-2.999, -4.087, -3.355], [0.592, -0.474, -6.524], [1.503, -0.287, -7.591], [-0.244, 0.364, -9.356], [0.957, 0.619, -8.695], [-0.837, -0.516, -9.095], [-0.671, 1.237, -10.371], [2.407, 0.169, -7.154], [1.774, 1.681, -9.091], [-1.617, 1.044, -10.877], [0.128, 2.324, -10.750], [1.365, 2.529, -10.125], [2.734, 1.810, -8.588], [-0.210, 3.011, -11.542], [2.033, 3.338, -10.435], [-0.586, 0.373, -5.694], [-0.241, -3.598, 1.128], [-2.221, -0.137, -6.419], [-0.456, 2.205, -6.120], [-0.172, -0.246, -4.019], [-2.322, 0.205, -7.457], [-3.034, 0.314, -5.839], [-2.342, -1.225, -6.406], [-0.018, -1.334, -4.001], [-0.926, 0.001, -3.263], [0.792, 0.163, -3.679], [-0.417, 2.353, -7.214], [0.445, 2.673, -5.697], [-1.340, 2.753, -5.754], [-0.667, 2.158, 2.328], [-0.667, 0.488, 1.676], [0.778, -0.349, 2.336], [-2.095, -0.418, 2.265], [-0.682, 0.542, 0.147], [0.160, 2.712, 1.862], [-0.540, 2.114, 3.414], [-1.626, 2.634, 2.095], [0.837, -0.150, 3.414], [0.674, -1.426, 2.142], [1.659, 0.046, 1.814], [-2.956, -0.170, 1.635], [-1.879, -1.491, 2.188], [-2.310, -0.170, 3.311]],
  "atomic_forces_ev_per_a": [[-0.07, -0.22, 0.18], [-0.53, 0.02, -0.85], [0.14, 0.22, 0.17], [0.13, -0.14, -0.33], [-0.33, -0.01, -0.10], [0.37, 0.71, 0.70], [0.03, -0.54, -0.29], [-0.02, -0.22, 0.35], [0.20, 0.10, -0.17], [-0.29, -0.04, 0.00], [0.17, -0.12, 0.15], [0.14, -1.42, 0.99], [-0.01, 0.43, -0.06], [0.17, 0.55, 0.00], [-0.11, -1.23, 0.45], [0.43, 1.70, -0.68], [-0.26, -0.25, -0.24], [-0.09, 0.01, -0.04], [0.21, -0.27, 0.07], [-0.20, -0.11, 0.05], [0.19, 0.04, -0.23], [0.01, 0.23, 0.27], [-0.04, -0.18, -0.01], [-0.13, 0.17, -0.14], [0.16, -0.10, 0.00], [-0.16, 0.14, 0.17], [-0.22, -0.28, -0.07], [-0.29, 0.04, 0.11], [-0.22, 0.35, 0.23], [0.65, -0.32, -0.21], [-1.29, 0.21, -2.11], [0.10, 0.04, -0.38], [2.21, -1.51, 2.55], [-2.09, 1.56, -0.99], [0.14, -0.20, 0.09], [-2.80, 1.63, -3.34], [0.19, -0.02, 0.07], [0.05, 0.28, 0.03], [0.15, -0.06, -0.63], [-0.33, 0.12, 0.30], [-0.12, 0.46, -0.28], [0.88, -0.30, 0.20], [0.19, 0.36, -0.01], [0.32, -0.14, 0.27], [-0.11, 0.29, -0.21], [-0.55, -0.03, -0.37], [0.23, 0.10, 0.11], [0.04, 0.05, 0.00], [0.04, -0.08, 0.12], [-0.27, 0.11, -0.19], [0.20, -0.42, 0.42], [-0.36, -0.19, 0.04], [0.72, -0.56, -0.97], [3.37, -1.67, 4.27], [-0.38, -0.07, 0.09], [0.10, 0.38, 0.15], [-0.35, 0.39, 0.36], [0.05, 0.01, 0.19], [-0.06, -0.14, -0.07], [-0.03, 0.11, 0.07], [-0.23, 0.31, -0.20], [0.19, -0.18, 0.01], [-0.38, -0.01, -0.18], [-0.07, -0.17, 0.44], [-0.16, -0.04, -0.03], [0.24, -0.09, -0.05], [-0.17, 0.21, 0.27], [0.44, -0.83, -1.24], [-0.02, 0.21, 0.00], [-0.21, 0.16, 0.18], [-0.01, 0.54, 0.79], [-0.21, -0.20, 0.14], [0.00, 0.15, -0.11], [0.20, -0.03, 0.02], [0.07, -0.10, -0.18], [0.01, 0.17, -0.04], [-0.16, -0.11, 0.20], [0.17, -0.15, 0.06], [-0.03, 0.18, -0.20], [0.07, 0.02, -0.11]]
}


[2]
{
  "formula": "C23H45CaCl6F3IKN2O6S",
  "method": "ωB97M-V/def2-TZVPD",
  "e_homo_ha": -0.1388,
  "orbital_gap_ev": 0.5,
  "largest_force_ev_per_a": 8.90,
  "e_lumo_ev": -3.236,
  "total_charge": 0,
  "energy_ev": -176809.3385,
  "species": ["C", "C", "C", "C", "C", "C", "C", "O", "C", "N", "C", "C", "I", "N", "C", "Cl", "C", "C", "Cl", "H", "H", "H", "H", "H", "H", "H", "H", "H", "H", "H", "H", "H", "H", "H", "H", "H", "H", "H", "H", "H", "H", "O", "H", "H", "C", "C", "C", "C", "C", "C", "H", "H", "H", "H", "H", "H", "H", "H", "H", "H", "H", "H", "H", "H", "C", "C", "O", "H", "H", "H", "H", "H", "C", "F", "F", "F", "S", "O", "O", "O", "K", "C", "Cl", "Cl", "H", "H", "Cl", "Ca", "Cl"],
  "positions_angstrom": [[0.917, -0.097, 2.033], [1.019, -0.774, 0.506], [1.622, 0.285, -0.591], [1.718, -2.250, 0.525], [3.331, -2.288, 0.258], [3.739, -2.345, -1.363], [4.199, -1.161, 1.096], [5.637, -1.558, 0.926], [6.242, -1.899, 2.222], [5.621, -3.059, 2.970], [6.457, -3.188, 4.243], [7.626, -1.999, 4.163], [9.111, -1.715, 5.742], [7.455, -1.209, 2.881], [8.247, -0.013, 2.347], [10.097, -0.384, 2.206], [7.929, 1.400, 3.114], [6.403, 1.552, 3.693], [9.090, 1.807, 4.512], [0.643, 1.039, 1.962], [-0.035, -0.628, 2.521], [1.840, -0.345, 2.706], [-0.120, -0.949, 0.195], [0.710, 0.994, -0.892], [1.971, -0.206, -1.608], [2.436, 1.034, -0.142], [1.144, -3.015, -0.189], [1.552, -2.691, 1.622], [3.706, -3.341, 0.681], [4.564, -3.171, -1.521], [2.747, -2.538, -1.963], [4.191, -1.277, -1.598], [3.907, -1.087, 2.233], [4.131, -0.074, 0.658], [4.818, -3.667, 2.686], [6.355, -3.982, 5.118], [7.894, 0.132, 1.218], [8.069, 2.263, 2.304], [5.682, 0.665, 3.440], [5.928, 2.523, 3.194], [6.447, 1.791, 4.856], [-2.228, -2.033, 0.669], [-2.828, -1.436, 0.197], [-2.816, -2.705, 1.047], [-2.704, 0.962, -3.072], [-3.924, 0.084, -3.303], [-5.005, 0.760, -4.151], [-5.620, 2.027, -3.544], [-6.257, 1.851, -2.164], [-7.431, 0.884, -2.163], [-2.957, 1.867, -2.513], [-1.951, 0.415, -2.495], [-2.251, 1.258, -4.024], [-4.336, -0.233, -2.339], [-3.603, -0.830, -3.816], [-5.798, 0.031, -4.353], [-4.578, 1.018, -5.129], [-6.378, 2.409, -4.240], [-4.853, 2.808, -3.479], [-6.612, 2.829, -1.819], [-5.510, 1.521, -1.435], [-8.212, 1.217, -2.854], [-7.870, 0.827, -1.161], [-7.125, -0.126, -2.448], [-9.090, 0.389, -6.367], [-9.574, -0.528, -5.229], [-8.548, -0.704, -4.412], [-8.261, -0.060, -6.930], [-9.908, 0.565, -7.074], [-8.763, 1.367, -5.994], [-10.001, -1.410, -5.732], [-10.481, -0.043, -4.835], [-9.730, -1.004, 2.065], [-9.098, -1.770, 3.011], [-9.728, -1.754, 0.917], [-11.042, -0.933, 2.460], [-8.944, 0.677, 1.842], [-7.560, 0.411, 1.425], [-9.034, 1.330, 3.155], [-9.740, 1.350, 0.807], [-3.260, 2.034, -5.886], [12.851, 2.622, 4.317], [14.059, 1.792, 5.305], [13.593, 3.359, 2.891], [12.098, 1.900, 3.993], [12.378, 3.404, 4.916], [9.851, 3.548, 2.620], [14.390, 4.058, 5.611], [-10.651, -0.580, -3.252]],
  "atomic_forces_ev_per_a": [[-1.22, -1.10, -0.55], [-0.99, 0.28, -0.08], [-0.87, 0.92, -0.19], [-0.11, -0.20, 1.06], [0.34, -1.06, 0.06], [0.05, 0.87, 1.29], [-1.28, 0.31, -0.48], [1.54, -0.35, 4.76], [-0.78, -0.77, -0.48], [5.73, 4.18, 1.80], [2.73, 3.96, -1.90], [-4.01, -2.89, -1.26], [-1.51, -0.26, -1.73], [-4.06, -5.29, 1.22], [-0.31, 1.21, -1.44], [-2.50, 0.18, 0.36], [-0.97, 0.45, -0.19], [-0.31, 1.01, 0.04], [-1.81, -2.01, -0.32], [0.87, -2.13, 0.21], [2.17, 1.16, -0.87], [-1.66, 0.80, -1.34], [2.61, 0.27, 0.69], [1.98, -1.43, 0.66], [-0.50, 0.93, 2.27], [-1.59, -1.88, -1.06], [1.47, 1.80, 1.35], [0.26, 0.95, -2.27], [-0.81, 2.18, -0.71], [-1.83, 1.75, 0.11], [2.25, 0.31, 1.02], [-0.95, -2.30, 0.02], [0.61, -0.39, -2.27], [0.04, -2.26, 0.69], [1.12, 1.10, 0.04], [0.05, 1.96, -2.37], [0.67, -0.52, 2.63], [0.50, -1.82, 1.89], [1.43, 1.50, 0.63], [1.08, -2.13, 1.02], [-0.17, -0.89, -2.57], [-0.35, -0.04, -0.17], [0.12, -0.19, 0.27], [0.17, 0.23, -0.07], [-0.02, -0.09, 0.48], [0.03, -0.14, -0.25], [-0.59, -0.42, 0.26], [0.04, 0.09, -0.18], [-0.13, 0.05, 0.08], [-0.05, 0.01, 0.27], [0.06, -0.04, -0.07], [0.02, 0.21, -0.21], [0.45, -0.15, 0.44], [-0.06, 0.11, -0.18], [-0.08, 0.00, 0.11], [0.05, 0.17, 0.01], [-1.78, -1.47, 1.08], [0.00, -0.06, 0.06], [0.14, 0.18, 0.04], [0.16, -0.10, -0.04], [0.01, 0.08, -0.02], [0.16, -0.11, 0.07], [0.06, 0.02, -0.10], [-0.11, 0.08, -0.03], [-0.75, 1.78, -0.60], [8.06, -3.01, -2.28], [-0.96, -0.14, -2.52], [-0.27, -0.24, 0.47], [0.08, 0.01, 0.02], [-0.03, -0.26, 0.02], [-0.41, -0.38, 0.82], [-3.05, 1.43, 2.63], [-0.81, -1.44, 0.33], [-0.34, 0.90, -0.82], [0.16, 0.83, 0.77], [1.29, 0.25, -0.40], [0.81, 2.71, 0.17], [-1.05, -0.61, 0.16], [-0.21, -1.36, -1.09], [0.33, -1.28, 0.66], [1.52, 1.68, -1.40], [-1.02, -0.94, -1.51], [-0.37, -4.02, -0.40], [-0.03, -0.13, 0.00], [0.07, 0.36, 0.15], [-0.45, 0.19, 0.18], [0.96, 1.50, -1.55], [1.52, 4.66, 1.40], [-2.67, 0.68, 1.20]]
}


> Which formula does entry 2 have?

C23H45CaCl6F3IKN2O6S